Record 1
A molecular structure, C21H43BI2N4O13PS. Source: OMol25; level of theory: the ωB97M-V functional and the def2-TZVPD basis.

Geometry as ORCA input:
```
! RIJCOSX wB97M-V def2-TZVPD def2/J DEFGRID3
* xyz -1 1
C 3.50 -1.75 1.84
C 2.39 -1.80 1.12
C 1.29 -1.90 -0.05
O 1.81 -2.62 -1.19
B 0.84 -2.26 -2.28
C -0.04 -3.69 -2.36
O 0.46 -4.70 -1.43
C -0.54 -5.10 -0.46
O 0.11 -5.36 0.84
C -0.88 -5.29 1.91
C -1.09 -3.79 2.50
O -2.34 -3.72 3.28
C 1.84 -2.19 -3.59
I 3.84 -1.34 -3.11
C 1.22 -1.45 -4.89
C -0.27 -1.96 -5.29
I 1.35 0.75 -4.71
O 0.10 -1.04 -1.87
C 0.46 -0.58 -0.51
C 1.26 0.79 -0.85
C 1.98 1.50 0.41
C 1.37 2.98 0.78
C -0.21 2.89 1.08
C -0.67 4.25 1.83
C -2.30 4.46 1.84
P -1.31 -0.36 0.24
S -2.57 -1.68 -0.50
H 4.52 -1.57 2.36
H 0.47 -2.60 0.38
H 0.11 -4.13 -3.43
H -1.18 -3.48 -2.26
H -1.09 -6.05 -0.83
H -1.35 -4.29 -0.28
H -0.62 -5.96 2.82
H -1.89 -5.66 1.45
H -0.18 -3.39 3.09
H -1.25 -3.10 1.59
H -2.76 -2.83 3.14
H 2.07 -3.29 -3.92
H 1.91 -1.74 -5.79
H -0.46 -1.64 -6.40
H -0.36 -3.12 -5.29
H -1.00 -1.44 -4.58
H 0.45 1.54 -1.24
H 2.01 0.66 -1.71
H 1.97 0.90 1.39
H 3.09 1.68 0.09
H 1.88 3.29 1.78
H 1.66 3.79 0.01
H -0.82 2.82 0.10
H -0.38 1.96 1.77
H -0.30 4.17 2.93
H -0.14 5.19 1.39
H -2.77 3.40 1.88
H -2.57 5.11 2.76
H -2.68 4.98 0.89
H -1.30 -0.58 1.66
H -1.88 0.93 -0.08
C -6.12 6.50 3.18
N -4.92 5.86 3.77
O -3.84 6.43 3.61
O -5.09 4.82 4.39
H -5.82 7.41 2.67
H -6.56 5.78 2.48
H -6.81 6.72 3.99
C 4.77 -4.82 0.24
N 5.98 -5.46 0.84
O 7.05 -4.89 0.67
O 5.81 -6.50 1.45
H 5.07 -3.91 -0.27
H 4.34 -5.54 -0.46
H 4.08 -4.60 1.05
C 6.75 -4.77 -4.80
N 5.31 -4.59 -4.51
O 4.83 -5.27 -3.60
O 4.70 -3.79 -5.20
H 7.16 -5.52 -4.11
H 6.84 -5.11 -5.83
H 7.24 -3.81 -4.65
C -6.40 11.13 3.70
N -7.30 10.01 3.35
O -6.81 9.05 2.76
O -8.48 10.12 3.68
H -5.39 10.90 3.35
H -6.78 12.03 3.21
H -6.41 11.24 4.79
*
```

Properties
Highest occupied orbital energy in eV: -5.14

Here are the Löwdin charges for atoms 1 to 6, given in e: number 1, C, carries 0.054; number 2, C, carries -0.002; number 3, C, carries -0.246; number 4, O, carries -0.114; number 5, B, carries -0.969; number 6, C, carries -0.098


Record 2
6 unconnected molecules or ions with the total composition C23H39N3O9. Source: OMol25; level of theory: the ωB97M-V functional and the def2-TZVPD basis.

Geometry as ORCA input:
```
! RIJCOSX wB97M-V def2-TZVPD def2/J DEFGRID3
* xyz 0 1
C 2.73 -2.61 0.34
C 3.75 -2.17 1.39
C 5.10 -2.00 0.69
O 5.05 -0.65 0.36
C 4.10 0.01 1.00
O 3.85 1.17 1.00
O 3.40 -0.79 1.68
H 2.64 -1.90 -0.52
H 1.76 -2.64 0.85
H 3.04 -3.60 0.05
H 3.74 -2.73 2.29
H 5.25 -2.58 -0.23
H 5.90 -2.19 1.43
C -0.50 -3.86 -2.12
C -1.26 -3.52 -3.40
C -2.42 -2.63 -3.13
O -1.84 -1.38 -3.19
C -0.69 -1.45 -3.89
O -0.14 -0.41 -4.23
O -0.33 -2.67 -4.10
H -1.15 -4.48 -1.53
H -0.08 -3.07 -1.52
H 0.46 -4.34 -2.38
H -1.62 -4.30 -4.07
H -2.91 -2.88 -2.12
H -3.21 -2.68 -3.92
C -3.61 4.12 0.88
O -2.87 3.98 -0.30
C -3.08 2.87 -0.99
O -3.93 1.84 -0.51
O -2.16 2.62 -1.94
C -2.51 1.65 -2.91
H -3.55 5.18 1.15
H -2.99 3.63 1.64
H -4.64 3.95 0.82
H -2.50 0.75 -2.44
H -1.77 1.69 -3.72
H -3.49 1.79 -3.31
C 0.30 0.03 -0.20
C -0.79 0.25 0.80
C -0.24 1.28 1.75
C -1.12 1.39 2.93
N -1.93 1.44 3.80
H 0.66 0.82 -0.86
H -0.04 -0.70 -0.93
H 1.33 -0.25 0.17
H -1.03 -0.56 1.39
H -1.70 0.53 0.30
H -0.07 2.17 1.23
H 0.69 1.02 2.14
C 0.65 4.15 -0.82
C 1.70 3.54 -1.87
C 1.27 3.71 -3.35
C 1.16 5.13 -3.77
N 1.11 6.27 -4.16
H -0.33 3.76 -1.00
H 0.53 5.20 -0.91
H 1.00 3.89 0.18
H 2.03 2.57 -1.72
H 2.63 4.09 -1.61
H 0.49 2.98 -3.66
H 2.15 3.22 -3.77
C -1.82 -2.75 5.38
C -1.20 -2.43 4.00
C 0.17 -1.88 4.13
C 1.25 -2.87 4.53
N 2.08 -3.57 4.84
H -1.85 -1.95 6.06
H -1.30 -3.53 5.83
H -2.86 -3.07 5.40
H -1.83 -1.78 3.32
H -1.21 -3.43 3.52
H 0.13 -0.94 4.64
H 0.44 -1.46 3.19
*
```

Properties
Highest occupied orbital energy in eV: -10.27
Structure (SMILES): C[C@H]1COC(=O)O1.C[C@H]1COC(=O)O1.COC(=O)OC.CCCC#N.CCCC#N.CCCC#N
ΔE to the lowest compared entry with this formula, charge and spin in kcal/mol: 6.82

Here are the Löwdin charges for atoms 1 to 6, given in e: number 1, C, carries -0.028; number 2, C, carries -0.244; number 3, C, carries -0.106; number 4, O, carries 0.092; number 5, C, carries -0.696; number 6, O, carries 0.165


Record 3
A single C5H9NO5S molecule. Source: OMol25; level of theory: the ωB97M-V functional and the def2-TZVPD basis.

Geometry as ORCA input:
```
! RIJCOSX wB97M-V def2-TZVPD def2/J DEFGRID3
* xyz 0 1
C 2.37 -1.14 -1.11
O 1.31 -0.26 -0.58
C 0.22 -0.76 -0.06
O 0.03 -1.91 0.21
C -0.82 0.27 0.21
C -0.53 1.56 0.52
C -1.47 2.72 0.56
O 0.74 2.04 0.64
S -2.27 -0.61 -0.21
N -2.32 -1.64 1.16
O -3.36 0.28 -0.03
O -1.94 -1.26 -1.42
H 3.04 -1.44 -0.36
H 2.87 -0.65 -1.99
H 1.90 -2.05 -1.57
H -1.64 3.14 1.52
H -0.96 3.44 -0.03
H -2.47 2.61 0.16
H 1.31 1.26 0.72
H -3.18 -2.01 1.39
H -1.63 -2.41 1.00
*
```

Properties
Highest occupied orbital energy in eV: -9.57
Structure (SMILES): COC(=O)/C(=C(/C)O)S(N)(=O)=O
ΔE to the lowest compared entry with this formula, charge and spin in kcal/mol: 0.00

Here are the Löwdin charges for atoms 1 to 6, given in e: number 1, C, carries 0.016; number 2, O, carries -0.025; number 3, C, carries -0.551; number 4, O, carries 0.076; number 5, C, carries -0.144; number 6, C, carries -0.277


Record 4
6 unconnected molecules or ions with the total composition CH14O6. Source: OMol25; level of theory: the ωB97M-V functional and the def2-TZVPD basis.

Geometry as ORCA input:
```
! RIJCOSX wB97M-V def2-TZVPD def2/J DEFGRID3
* xyz 0 1
C 0.44 -1.42 -2.41
O 0.85 -0.42 -1.50
H 0.60 -2.41 -1.96
H 1.07 -1.39 -3.29
H -0.61 -1.32 -2.66
H 0.81 -0.67 -0.55
O 0.76 -0.73 1.18
H 0.12 -0.24 1.71
H 1.64 -0.44 1.43
O -1.65 0.34 1.77
H -1.98 0.31 0.86
H -2.47 0.42 2.27
O -2.77 2.94 2.33
H -2.67 3.74 2.83
H -1.89 2.75 2.03
O 3.31 -1.83 -0.08
H 2.57 -1.81 -0.70
H 3.88 -2.56 -0.35
O -1.02 1.47 -0.79
H -0.59 2.32 -0.81
H -0.39 0.95 -1.32
*
```

Properties
Highest occupied orbital energy in eV: -10.50
Structure (SMILES): CO.O.O.O.O.O
ΔE to the lowest compared entry with this formula, charge and spin in kcal/mol: 11.21

Here are the Löwdin charges for atoms 1 to 6, given in e: number 1, C, carries -0.141; number 2, O, carries -0.177; number 3, H, carries 0.083; number 4, H, carries 0.079; number 5, H, carries 0.080; number 6, H, carries 0.030


Record 5
2 unconnected molecules or ions with the total composition C4H9O2. Source: OMol25; level of theory: the ωB97M-V functional and the def2-TZVPD basis.

Geometry as ORCA input:
```
! RIJCOSX wB97M-V def2-TZVPD def2/J DEFGRID3
* xyz -1 1
C -1.62 -1.09 -1.48
C -2.15 -0.52 -0.14
O -2.32 0.71 -0.09
O -2.32 -1.38 0.77
H -2.06 -0.52 -2.30
H -1.91 -2.13 -1.62
H -0.55 -0.87 -1.51
C 1.86 1.07 1.41
C 1.33 0.35 0.15
H 1.09 1.30 2.14
H 2.62 0.47 1.93
H 2.38 2.01 1.20
H 1.23 1.06 -0.66
H 0.37 -0.07 0.39
H 2.05 -0.41 -0.16
*
```

Properties
Highest occupied orbital energy in eV: -3.79
ΔE to the lowest compared entry with this formula, charge and spin in kcal/mol: 6.06

Here are the Löwdin charges for atoms 1 to 6, given in e: number 1, C, carries -0.062; number 2, C, carries -0.833; number 3, O, carries -0.108; number 4, O, carries -0.123; number 5, H, carries 0.048; number 6, H, carries 0.049


Question: The highest highest occupied orbital energy belongs to which entry?
Answer: C4H9O2


Question: Which value of highest occupied orbital energy does entry 2 give?
Answer: -10.27 eV


Question: What is the highest occupied orbital energy in the second record?
Answer: -10.27 eV


Question: The highest highest occupied orbital energy belongs to which entry?
Answer: C4H9O2